No. 1
The following is a DFT calculation (ωB97M-V/def2-TZVPD) of a single C3H6N4O molecule.

```
14
Properties=species:S:1:pos:R:3:nbo_charge:R:1
C 0.9303 0.5956 0.1132 0.317
C -0.3879 1.3149 0.2732 0.083
C -2.8931 -0.8226 -0.2038 -0.046
H 2.7965 -1.6196 0.4955 0.476
H 0.2489 -1.1836 0.5915 0.393
H 2.7892 0.8695 -0.5941 0.366
H -0.3017 2.4650 0.4218 0.228
H -3.6267 0.1000 -0.3377 0.196
H -3.1107 -1.8741 -0.5242 0.196
N 1.1328 -0.7282 0.5198 -0.360
N 1.8223 1.2614 -0.4804 -0.668
N -1.5749 0.8665 0.1129 -0.295
N -1.6762 -0.5619 -0.0714 -0.336
O 2.1726 -1.3937 -0.2143 -0.550
```

Output
**Highest occupied orbital energy**: -9.35 eV
**ΔE to the lowest compared entry with this formula, charge and spin**: 4.8513 eV
**Calculated total energy**: -11211.9252 eV
**Frontier orbital gap**: 9.6 eV

No. 2
The following is a DFT calculation (ωB97M-V/def2-TZVPD) of a molecular structure, C22H28N5O3Pt.

```
59
Properties=species:S:1:pos:R:3:nbo_charge:R:1
Pt -0.2693 -0.0572 -0.8020 1.600
C -4.7489 -0.0890 -0.4250 -0.709
C -3.2815 -0.3042 -0.2916 0.430
N -2.3915 0.2063 -1.0825 -0.450
C -2.7415 1.0617 -2.2250 -0.269
C -1.6485 2.0980 -2.3096 -0.246
N -0.3383 1.3968 -2.2660 -0.485
C 0.0061 0.8279 -3.5926 -0.258
C 1.1353 -0.1234 -3.3962 -0.261
N 0.6549 -1.1764 -2.4721 -0.516
C 1.7538 -2.1458 -2.0820 -0.232
C 2.1847 -1.9646 -0.6350 -0.267
N 0.9398 -1.8112 0.0934 -0.500
C 0.5811 -2.4586 1.1316 0.389
C 1.4180 -3.4193 1.9072 -0.706
C -0.8542 -2.2251 1.5141 0.146
C -1.5281 -2.8417 2.5637 -0.153
C -2.8755 -2.5523 2.7384 -0.109
C -3.5160 -1.7041 1.8404 -0.152
C -2.7672 -1.1614 0.8063 0.112
N -1.4756 -1.4108 0.6820 -0.471
H -5.0451 0.2362 -1.4164 0.258
H -5.0712 0.6690 0.2961 0.292
H -5.2811 -1.0102 -0.1938 0.281
H -3.6925 1.5722 -2.0896 0.266
H -2.8243 0.4452 -3.1222 0.234
H -1.6926 2.7867 -1.4665 0.250
H -1.7326 2.6818 -3.2282 0.263
H 0.3885 2.0543 -1.9761 0.446
H 0.2674 1.6234 -4.2927 0.277
H -0.8780 0.3266 -3.9876 0.226
H 1.9882 0.3645 -2.9194 0.244
H 1.4761 -0.5391 -4.3464 0.274
H -0.1205 -1.6974 -2.8763 0.427
H 2.6105 -1.9871 -2.7367 0.252
H 1.3835 -3.1565 -2.2433 0.245
H 2.7892 -1.0690 -0.5138 0.248
H 2.7692 -2.8218 -0.3032 0.249
H 2.4775 -3.3017 1.7050 0.255
H 1.1286 -4.4467 1.6703 0.281
H 1.2532 -3.2720 2.9744 0.269
H -1.0244 -3.5336 3.2237 0.263
H -3.4272 -2.9968 3.5555 0.273
H -4.5676 -1.4783 1.9505 0.262
O 0.3109 3.0887 2.8830 -0.606
C 1.5982 2.9401 2.5727 0.419
C 2.5132 3.6502 3.3547 -0.273
C 3.8611 3.5143 3.1298 -0.065
C 4.3600 2.6755 2.1110 -0.232
C 3.4762 1.9999 1.3110 -0.129
C 2.0745 2.1194 1.5230 -0.285
C 1.1910 1.4281 0.6664 0.756
O -0.0783 1.2825 0.8539 -0.652
O 1.5840 0.8633 -0.4426 -0.654
H -0.2534 2.5353 2.3233 0.497
H 2.1266 4.2941 4.1333 0.265
H 4.5564 4.0649 3.7507 0.255
H 5.4256 2.5739 1.9612 0.254
H 3.8413 1.3746 0.5078 0.224
```

Output
**Highest occupied orbital energy**: -16.43 eV
**Calculated total energy**: -40080.6606 eV
**Total charge**: +3
**Frontier orbital gap**: 4.9 eV

No. 3
The following is a DFT calculation (ωB97M-V/def2-TZVPD) of a molecular structure, C21H44B3IO21.

```
90
Properties=species:S:1:pos:R:3:mulliken_charge:R:1
C -1.7836 1.9750 3.3620 -1.354
C -2.4280 2.5770 2.1097 0.015
C -2.9795 3.9992 2.3697 -0.402
I -2.1173 5.4232 1.0024 0.082
B -4.5205 4.0646 2.1482 0.525
O -5.1081 3.7064 0.9398 -0.429
B -5.9961 2.6654 1.1315 0.615
O -6.7121 2.5824 2.3066 -0.551
B -6.1689 3.2081 3.4100 0.651
O -5.4000 4.3368 3.1865 -0.658
H -1.1393 1.1473 3.0726 0.341
H -2.5443 1.5527 4.0159 0.316
H -1.1961 2.7113 3.9015 0.371
H -1.6852 2.6236 1.3199 0.205
H -3.2178 1.9026 1.7767 0.147
H -2.7304 4.3351 3.3693 0.445
H -6.0920 1.8383 0.2856 -0.130
H -6.2633 2.7738 4.5108 -0.113
C 2.4709 2.5775 -2.7568 -0.529
O 1.8523 3.6187 -1.9970 -0.356
C 1.0554 4.4125 -2.7092 0.806
O 0.8629 4.3369 -3.8957 -0.541
O 0.5015 5.2918 -1.8808 -0.266
C -0.3985 6.2106 -2.5108 -0.727
H 3.0898 2.0101 -2.0689 0.251
H 1.7182 1.9169 -3.1834 0.261
H 3.0990 2.9875 -3.5434 0.222
H -1.2260 5.6802 -2.9764 0.339
H 0.1197 6.8156 -3.2518 0.361
H -0.7859 6.8535 -1.7260 0.162
C 2.8143 -3.4847 -0.2752 -0.521
O 2.5475 -2.1006 -0.5324 -0.326
C 1.2588 -1.7757 -0.5119 0.761
O 0.3411 -2.5234 -0.2999 -0.549
O 1.1558 -0.4699 -0.7665 -0.239
C -0.1865 0.0193 -0.7771 -0.590
H 3.8930 -3.5955 -0.3206 0.218
H 2.4608 -3.7697 0.7138 0.202
H 2.3481 -4.1121 -1.0317 0.299
H -0.6584 -0.1249 0.1932 0.273
H -0.7720 -0.4751 -1.5497 0.370
H -0.1232 1.0815 -0.9980 0.107
C 4.2319 -7.2753 4.4737 -0.581
O 3.5970 -6.2287 5.2156 -0.335
C 2.7855 -5.4593 4.4955 0.836
O 2.5583 -5.5749 3.3199 -0.553
O 2.2608 -4.5367 5.3009 -0.328
C 1.3628 -3.6333 4.6498 -0.602
H 4.8544 -7.8160 5.1799 0.215
H 3.4929 -7.9546 4.0519 0.259
H 4.8565 -6.8689 3.6811 0.309
H 0.5168 -4.1703 4.2259 0.294
H 1.8766 -3.0790 3.8670 0.267
H 1.0184 -2.9495 5.4193 0.217
C 0.9990 -13.0960 3.0452 -0.621
O 0.4664 -12.4143 4.1845 -0.332
C 0.9967 -11.2134 4.4005 0.803
O 1.8530 -10.6901 3.7359 -0.551
O 0.4203 -10.6889 5.4804 -0.317
C 0.9021 -9.3856 5.8137 -0.621
H 0.4781 -14.0470 2.9970 0.218
H 0.8141 -12.5267 2.1368 0.296
H 2.0671 -13.2651 3.1643 0.294
H 0.7036 -8.6845 5.0048 0.280
H 1.9695 -9.4162 6.0240 0.278
H 0.3643 -9.0749 6.7038 0.274
C -5.7310 6.4619 -0.4933 -0.479
O -6.2667 7.4978 -1.3250 -0.338
C -5.4897 7.8206 -2.3538 0.743
O -4.4184 7.3352 -2.6128 -0.531
O -6.0970 8.7790 -3.0523 -0.345
C -5.3656 9.2257 -4.1964 -0.625
H -6.4508 6.3016 0.3041 0.258
H -5.6049 5.5398 -1.0551 0.302
H -4.7774 6.7675 -0.0697 0.162
H -5.2100 8.4075 -4.8965 0.291
H -4.4063 9.6445 -3.8994 0.294
H -5.9759 9.9952 -4.6588 0.211
C 6.7366 0.2074 -7.3813 -0.633
O 6.0959 1.0931 -6.4597 -0.311
C 5.0869 1.7891 -6.9831 0.768
O 4.7018 1.7229 -8.1202 -0.539
O 4.5813 2.5679 -6.0297 -0.283
C 3.4784 3.3783 -6.4496 -0.659
H 7.5263 -0.2845 -6.8221 0.216
H 6.0322 -0.5329 -7.7551 0.293
H 7.1639 0.7628 -8.2135 0.294
H 2.6487 2.7578 -6.7809 0.322
H 3.7720 4.0565 -7.2480 0.359
H 3.1676 3.9510 -5.5817 0.171
```

Output
**Highest occupied orbital energy**: -9.59 eV
**ΔE to the lowest compared entry with this formula, charge and spin**: 0.0000 eV
**Calculated total energy**: -75624.6572 eV
**Frontier orbital gap**: 9.7 eV

Number 1: F_max 2.92 eV/Å. Number 2: F_max 4.18 eV/Å. Number 3: F_max 1.24 eV/Å.